Computed, not measured: a cluster of 2 separate species, C9H23N5OP in total in a non-equilibrium geometry, with ωB97M-V/def2-TZVPD.

As for the calculated total energy: -1046.7787 Ha. Its LUMO energy is -3.4 eV. The total charge is +1. The molar mass comes out at 248.3 g/mol. Its gap between HOMO and LUMO is 8.97 eV.

Each line ends with the Löwdin charge.
Element x y z (Å)
H 3.78207 3.13638 -0.21846  0.161
H -5.84713 -1.40107 1.59209  0.084
H 2.72907 2.90671 -2.56206  0.128
H -4.74470 -4.84600 0.51811  0.082
N 2.76388 1.40082 0.51543  0.082
H -1.71972 0.17375 -2.84378  -0.023
H 4.09492 -0.31616 -0.94351  0.068
H -5.61015 -3.71510 -0.51095  0.084
H -5.34114 -1.17437 -0.09093  0.086
H -0.30701 -0.50540 -1.09031  0.023
P -1.27389 0.48856 -0.83302  0.741
H 5.00419 -0.97312 0.38556  0.088
O -3.16754 -2.75190 0.05654  -0.081
C -4.99226 -1.41838 0.91608  -0.065
H -2.05359 0.08505 0.26361  0.008
C 2.79404 2.03003 -1.92311  -0.068
H -3.92104 -2.98033 1.93170  0.138
H 5.58553 0.51106 -0.37416  0.103
H -0.60041 2.39394 0.60180  0.138
C 4.69407 -0.04374 -0.08050  -0.010
N 1.62175 3.18646 -0.45436  0.134
H -4.29761 -0.63028 1.21600  0.058
C -4.30263 -2.77436 0.93119  -0.496
H 3.52796 1.31741 -2.26067  0.113
C -5.25324 -3.88191 0.50898  -0.059
N -0.32408 1.84820 -0.20395  0.012
N 1.38654 1.52656 -1.84556  0.101
C 0.80194 2.15798 -0.79069  -0.447
C 2.93763 2.50363 -0.45872  -0.249
C 4.19813 0.66405 2.31501  -0.015
H 3.31543 0.85415 2.91791  0.085
H 5.03205 1.32955 2.52470  0.103
H 4.51316 -0.36091 2.51426  0.082
N -2.07022 0.80938 -2.13054  -0.266
H 1.44887 0.52433 -1.68817  0.116
H 1.39192 3.69508 0.39142  0.154
H -3.48857 -2.57385 -0.83567  0.083
H -6.11608 -3.93690 1.17314  0.084
C 3.80785 0.74069 0.86561  -0.361



Computed, not measured: a structure of composition C9H23NO4Si3 in a non-equilibrium geometry, with ωB97M-V/def2-TZVPD.

As for the calculated total energy: -1580.8711 Ha. Its LUMO energy is 0.4 eV. The molar mass comes out at 293.5 g/mol. Its gap between HOMO and LUMO is 9.00 eV.

Each line ends with the Löwdin charge.
Element x y z (Å)
H -3.33840 -0.28280 -2.55241  0.047
C 3.69693 -3.75240 0.23659  -0.145
C -4.45318 2.08766 0.82096  -0.268
C 0.90173 0.48026 -0.19655  -0.366
H -4.70148 3.02240 0.14344  0.050
O -1.52184 3.31337 -1.40842  -0.499
H -3.81334 2.48553 1.73485  0.040
H -0.12117 5.14321 -0.01813  -0.064
H 2.44306 1.01364 -1.93229  0.089
H -0.17782 -0.25723 1.76473  0.070
H -4.92328 -0.66313 -1.60482  0.053
O 5.67169 -3.86375 -0.90166  0.066
H 1.04235 1.24505 1.97721  0.097
H -5.39842 1.48197 1.16003  0.045
O 6.07666 -1.61281 -0.93442  0.135
H 3.26610 -3.97124 1.21748  0.137
N -0.16812 0.65967 -1.03833  -0.070
C 2.41784 0.47845 -0.88496  -0.071
Si -1.35254 1.85588 -0.40547  0.315
H 3.19056 0.99408 -0.16466  0.089
H 2.81395 -0.63856 -1.02743  0.078
C 0.84410 0.21716 1.42156  -0.091
H 1.67521 -0.59037 1.67216  0.088
H -4.20628 -1.12925 1.34359  0.053
H 5.37729 -5.00425 0.77616  0.137
H 4.48808 -5.54902 -0.66812  0.138
C 5.40994 -2.56615 -0.56793  -0.517
H -0.91779 2.31876 0.90952  -0.039
H -4.68509 1.06671 -2.31435  0.053
H -2.34481 5.79006 -0.64885  -0.076
O 4.30595 -2.47491 0.22979  0.036
C -3.13112 -0.71622 1.03264  -0.274
C 4.82341 -4.67174 -0.10813  -0.142
Si -3.30001 0.83904 -0.15436  0.393
H -2.11104 4.16879 1.03713  -0.080
H 2.89974 -3.76793 -0.51396  0.137
H -2.60608 -0.40958 2.04690  0.033
H -2.47637 -1.57265 0.52214  0.053
C -4.09483 0.17789 -1.77945  -0.269
Si -1.50157 4.65443 -0.22219  0.541



Computed, not measured: a cluster of 2 separate species, C9H24BClF6N2O4P2S2 in total in a non-equilibrium geometry, with ωB97M-V/def2-TZVPD.

As for the calculated total energy: -3331.2439 Ha. Its LUMO energy is -1.0 eV. The molar mass comes out at 510.6 g/mol. Its gap between HOMO and LUMO is 8.70 eV.

Each line ends with the Löwdin charge.
Element x y z (Å)
C 0.00140 0.30930 1.98538  -0.182
O 2.76908 -2.30940 -1.98267  -0.290
H 1.65095 1.55620 2.40860  0.090
H -3.75578 2.83533 1.35624  0.088
H -3.67427 -0.69204 0.34891  0.105
H -4.70725 1.58439 2.12518  0.090
H 0.79464 2.34288 4.61960  0.065
H -1.00246 -1.91614 0.73976  0.058
P -0.56829 -1.04700 -0.27179  0.836
F -0.32307 -1.40390 -4.22921  -0.239
C -3.35935 -0.49750 1.36823  -0.036
C 0.54298 1.40362 4.16490  -0.520
H 2.45578 1.47067 -2.21146  0.131
F 0.18070 -3.39674 -5.10915  -0.211
P -1.15296 -2.84556 -4.30675  0.372
H 0.72513 -1.46735 -0.63216  0.053
F -0.29373 -3.22837 -2.92668  -0.246
F -1.83600 -3.98312 -5.28997  -0.210
H 4.29197 0.12826 -2.63038  0.116
H -2.60501 -1.19281 1.69797  0.054
O 5.16205 -2.29530 -1.65321  -0.297
O -1.47372 -0.84676 -1.37082  -0.269
C -4.02220 1.79241 1.31607  -0.053
B -1.85976 1.20477 0.48758  -0.676
H 2.13127 0.04602 0.43752  0.024
S 3.89724 -1.75856 -1.35091  0.343
N -2.84434 0.91162 1.47483  -0.052
C 0.59929 1.52850 2.66222  -0.247
C 3.86714 0.00190 -1.64629  -0.249
C 1.97064 0.88232 -0.22507  -0.211
Cl 3.63576 -1.93239 0.69467  0.394
C 0.51890 1.36909 -0.26611  -0.129
H 1.74968 -0.10637 -2.12043  0.106
H -1.87334 3.00696 -0.28069  0.140
H 0.15489 1.27544 -1.27741  0.126
H 0.74962 -0.47382 1.96819  0.103
H -4.55268 1.55006 0.40509  0.102
H -4.23264 -0.59057 1.99102  0.092
F -2.24586 -1.80279 -4.97893  -0.213
H 2.57290 1.70432 0.14051  0.123
O -2.09332 2.09312 -0.51276  0.199
N -0.44975 0.54751 0.57342  -0.164
H 0.19452 2.47333 2.31841  0.124
C 2.45715 0.55606 -1.63387  -0.222
H 2.75610 0.34143 3.92453  -0.145
H 0.43595 2.40205 0.01433  0.125
H -0.80952 -0.06898 2.58648  0.115
H 4.50160 0.54580 -0.95807  0.110
S 1.75324 0.18574 4.80098  0.729
H -0.41423 1.03680 4.50386  0.073
F -2.37104 -3.23042 -3.24971  -0.224



E_HOMO for the records above, in order: -12.4 -8.6 -9.7 eV